Below is C24H28AsGeN6O7S4Sc as an isolated structure at a distorted geometry, with properties calculated with wB97M-V/def2-TZVPD.

CARTESIAN COORDINATES (ANGSTROEM)
As: -0.469 -5.329 -3.826
Ge: 0.890 1.147 -1.520
Sc: -0.585 -0.911 -0.728
S: -2.382 -5.217 -4.535
S: 1.785 -2.320 -2.083
S: -0.567 -4.802 -1.592
S: 0.022 -3.047 -2.619
O: -1.658 1.586 2.595
O: -0.431 -0.289 1.195
O: -0.669 2.270 4.371
O: 0.336 -2.538 0.401
O: 2.428 -0.408 6.694
O: 3.351 -2.121 5.761
O: 1.702 -3.670 1.560
N: -2.101 -0.463 -2.755
N: -0.833 1.462 3.479
N: 1.042 -2.683 1.404
N: 2.582 -1.180 5.769
N: -2.420 0.580 -0.232
N: -2.606 -2.186 -0.652
C: 3.556 0.186 -0.723
C: 0.107 0.319 3.422
C: -2.869 -1.671 -3.097
C: 4.896 -0.139 -0.883
C: -3.468 -2.321 -1.851
C: -3.318 -1.612 0.508
C: 0.185 -0.526 2.278
C: 0.699 4.702 1.712
C: 1.812 -1.878 3.547
C: 1.031 -1.660 2.430
C: 2.827 0.814 -1.740
C: -2.676 1.506 -1.339
C: 0.889 0.112 4.528
C: 0.193 4.898 0.435
C: -3.608 -0.131 0.282
C: 3.494 1.109 -2.927
C: 1.349 2.472 1.087
C: 0.839 2.642 -0.207
C: 4.836 0.782 -3.099
C: 5.538 0.155 -2.081
C: 1.291 3.486 2.034
C: 0.268 3.880 -0.513
C: 1.747 -0.974 4.573
C: -2.965 0.732 -2.614
H: -4.251 -2.143 0.712
H: 0.560 1.948 -2.826
H: 5.438 -0.628 -0.081
H: -0.254 5.850 0.172
H: 0.644 5.492 2.449
H: 6.580 -0.110 -2.218
H: -1.428 -0.293 -3.491
H: 2.459 -2.740 3.609
H: -3.633 -3.375 -2.072
H: -1.781 2.113 -1.464
H: 1.833 1.537 1.353
H: -2.218 -2.375 -3.596
H: -2.847 1.399 -3.467
H: 3.067 -0.059 0.216
H: -0.118 4.056 -1.513
H: 2.959 1.603 -3.732
H: -3.936 0.306 1.224
H: -2.006 1.104 0.534
H: -2.676 -1.722 1.382
H: -4.440 -1.879 -1.625
H: 5.334 1.017 -4.033
H: -2.274 -3.113 -0.407
H: -4.005 0.400 -2.616
H: 1.706 3.333 3.026
H: -3.676 -1.444 -3.800
H: -3.508 2.183 -1.124
H: -4.428 -0.016 -0.429
H: 0.825 0.789 5.365

## Properties
calculated total energy = -230006.883 eV
HOMO energy = -7.68 eV
molecular weight = 833.28 g/mol
net charge = 0

Below is C24H28AsIrN5 as an isolated structure at a distorted geometry, with properties calculated with wB97M-V/def2-TZVPD.

CARTESIAN COORDINATES (ANGSTROEM)
Ir: -0.566 0.658 -0.176
As: -3.626 -1.108 2.042
N: 1.807 -1.809 -1.005
N: 1.648 2.209 0.892
N: -1.233 4.888 0.242
N: -0.493 2.697 0.226
N: 1.426 1.021 0.291
C: -1.387 3.639 -0.086
C: 1.961 4.828 2.080
C: 2.738 -0.898 -0.634
C: 1.046 7.055 2.141
C: 4.025 -1.023 -1.113
C: 4.340 -1.935 -2.117
C: 0.693 3.078 0.834
C: -4.830 -0.297 0.794
C: 0.493 -1.472 1.168
C: 0.853 4.412 1.327
C: -0.683 -1.356 1.809
C: -0.606 -1.415 -0.994
C: -1.808 -1.220 -0.339
C: -0.053 6.666 1.399
C: 2.491 0.339 0.094
C: 2.053 6.139 2.475
C: 3.315 -2.698 -2.644
C: -0.143 5.346 1.001
C: 0.377 -3.600 -0.054
C: 0.532 -2.069 -0.237
C: -3.207 0.099 3.466
C: -4.453 -2.676 2.751
C: 2.076 -2.630 -2.045
C: -1.971 -1.681 1.097
H: -5.700 0.036 1.361
H: -0.823 7.380 1.134
H: -2.282 3.371 -0.635
H: 0.163 -4.127 -0.980
H: 5.351 -2.019 -2.498
H: -4.148 0.326 3.967
H: 1.128 8.083 2.469
H: -0.686 -1.110 2.863
H: -1.936 5.558 -0.057
H: -0.437 -3.818 0.631
H: 4.779 -0.342 -0.739
H: 1.286 -4.011 0.388
H: 3.382 0.871 0.412
H: -4.556 -3.430 1.973
H: -2.114 -2.770 1.087
H: -0.569 -1.425 -2.078
H: -2.768 1.021 3.090
H: -2.702 -1.051 -0.940
H: 3.474 -3.380 -3.469
H: 2.728 4.116 2.348
H: -5.162 -1.045 0.074
H: 2.907 6.470 3.050
H: 1.281 -3.279 -2.374
H: -5.446 -2.392 3.102
H: -3.875 -3.070 3.586
H: 1.416 -1.342 1.719
H: -2.544 -0.380 4.185
H: -4.386 0.555 0.285

## Properties
calculated total energy = -96427.064 eV
energy above the lowest of the compared OMol25 structures with the same formula, charge and spin = 250.31 kJ/mol
multiplicity = 2
HOMO energy (alpha / beta) = -19.45 / -19.46 eV
molecular weight = 653.66 g/mol
net charge = +4

Below is C24H28AsIrN5 as an isolated structure at a distorted geometry, with properties calculated with wB97M-V/def2-TZVPD.

CARTESIAN COORDINATES (ANGSTROEM)
Ir: -0.355 0.068 0.738
As: 0.827 2.069 1.845
N: 0.971 -1.566 -0.143
N: 0.462 -1.287 2.443
N: 0.064 1.497 -3.693
N: 0.238 0.500 -1.594
N: 1.123 -1.664 -1.440
C: 1.341 -1.916 -5.649
C: -2.734 -2.246 0.543
C: 1.419 -2.176 2.071
C: 0.735 -1.969 4.711
C: -2.828 -0.373 -0.997
C: 2.134 1.554 3.176
C: 0.727 -0.652 -2.190
C: -2.653 -1.363 1.613
C: 0.120 -1.197 3.718
C: 1.295 -1.907 -4.271
C: 2.083 -2.966 3.007
C: 0.489 0.397 -4.387
C: 0.946 -0.781 -6.402
C: -2.612 0.029 1.383
C: -2.789 -1.746 -0.761
C: -0.052 1.519 -2.362
C: -3.146 1.991 -0.134
C: 0.850 -0.758 -3.612
C: 1.774 3.173 0.568
C: 1.739 -2.850 4.350
C: 0.550 0.379 -5.780
C: 1.677 -2.294 0.667
C: -2.782 0.549 0.061
C: -0.357 3.271 2.796
H: 1.694 -2.797 -6.169
H: 2.398 2.585 -0.102
H: -2.471 2.683 0.369
H: -2.982 -0.007 -2.006
H: 1.606 -2.774 -3.706
H: -0.873 2.758 3.606
H: -0.672 -0.506 3.976
H: -2.669 -1.742 2.627
H: 2.415 3.834 1.155
H: 0.420 -1.865 5.741
H: 2.675 2.471 3.418
H: -0.405 2.440 -1.916
H: -2.808 -3.311 0.723
H: 1.077 3.783 -0.005
H: -2.742 0.705 2.222
H: 2.842 -3.666 2.681
H: 0.290 1.259 -6.358
H: 0.960 -0.826 -7.484
H: 0.291 4.041 3.223
H: 2.447 -2.968 0.296
H: -1.077 3.746 2.133
H: 2.845 0.815 2.811
H: -2.864 -2.439 -1.591
H: -0.171 2.330 -4.229
H: -4.126 2.163 0.322
H: 2.243 -3.449 5.099
H: 1.639 1.191 4.075
H: -3.240 2.261 -1.185

## Properties
calculated total energy = -96426.060 eV
energy above the lowest of the compared OMol25 structures with the same formula, charge and spin = 347.18 kJ/mol
multiplicity = 2
HOMO energy (alpha / beta) = -19.75 / -19.59 eV
molecular weight = 653.66 g/mol
net charge = +4

Below is C24H28AuN4O3S as an isolated structure, with properties calculated with wB97M-V/def2-TZVPD.

CARTESIAN COORDINATES (ANGSTROEM)
Au: 0.220 1.271 2.018
S: -2.888 1.481 3.394
O: -3.281 2.615 2.546
O: 1.553 1.325 3.449
O: 2.627 2.396 5.050
N: -0.903 0.903 0.387
N: 0.045 3.463 2.918
N: -1.547 0.871 3.273
N: 1.449 -0.076 1.025
C: -0.492 -0.147 -0.358
C: -2.521 -0.064 -1.660
C: -3.455 -0.603 -2.732
C: 0.040 5.729 4.491
C: -0.839 5.605 3.426
C: -4.723 -1.120 -2.033
C: -3.824 0.533 -3.698
C: 2.654 -4.440 -1.039
C: 0.882 3.578 3.951
C: 4.897 -3.435 -0.615
C: 1.504 -1.655 -0.734
C: -1.289 -0.645 -1.368
C: -2.820 -1.743 -3.526
C: -2.073 1.496 0.114
C: 0.919 4.693 4.764
C: 2.793 -2.057 -0.367
C: 3.596 -2.729 -2.622
C: -2.886 1.047 -0.899
C: 3.493 -3.157 -1.150
C: 2.673 -0.427 1.399
C: -0.808 4.451 2.661
C: 1.768 2.398 4.216
C: 3.368 -1.414 0.722
C: 0.852 -0.670 -0.029
H: 5.354 -4.226 -1.208
H: 4.361 -1.663 1.064
H: -4.452 0.137 -4.496
H: -2.935 0.973 -4.153
H: 1.665 -4.321 -1.485
H: 0.032 6.619 5.106
H: 4.137 -3.490 -3.184
H: 2.525 -4.740 0.002
H: -3.521 -2.079 -4.289
H: -5.225 -0.332 -1.472
H: 4.137 -1.786 -2.723
H: -0.943 -1.495 -1.935
H: -4.385 1.327 -3.205
H: -5.421 -1.496 -2.782
H: -1.547 6.385 3.188
H: 3.158 -5.251 -1.565
H: 1.621 4.718 5.586
H: -2.593 -2.605 -2.896
H: 4.879 -3.772 0.422
H: 2.616 -2.614 -3.087
H: 1.016 -2.117 -1.579
H: -2.361 2.318 0.753
H: -1.491 4.309 1.837
H: 5.541 -2.557 -0.687
H: 3.075 0.090 2.260
H: -3.821 1.560 -1.068
H: -4.492 -1.935 -1.345
H: -1.908 -1.426 -4.036

## Properties
calculated total energy = -51966.185 eV
energy above the lowest of the compared OMol25 structures with the same formula, charge and spin = 80.53 kJ/mol
HOMO energy (alpha / beta) = -11.55 / -11.55 eV
molecular weight = 649.55 g/mol
net charge = +1

Below is C24H28BClN4O9S2Si as an isolated structure at a distorted geometry, with properties calculated with wB97M-V/def2-TZVPD.

CARTESIAN COORDINATES (ANGSTROEM)
Cl: -3.909 -4.288 -1.203
S: 1.757 1.316 0.894
S: -2.638 -2.802 -0.542
Si: 1.900 -0.329 -2.512
O: -1.544 0.431 1.289
O: -1.769 3.483 -1.029
O: -2.637 2.626 0.757
O: 9.258 -1.801 -1.505
O: -3.010 -2.500 0.852
O: 7.119 -2.062 -1.617
O: -1.256 2.553 1.811
O: 2.876 -1.783 -0.171
O: -1.279 -3.338 -0.536
N: -1.857 1.439 1.911
N: -2.724 3.189 -0.345
N: 8.171 -2.026 -1.002
N: 2.101 1.354 -1.914
C: -4.060 3.524 -0.846
C: -4.195 4.137 -2.085
C: 1.895 1.379 -0.709
C: -4.681 0.044 3.913
C: -3.389 2.482 3.539
C: 8.027 -2.671 3.176
C: -2.826 -1.227 -1.457
C: 0.099 -0.866 -2.053
C: -5.088 1.166 4.623
C: -2.983 1.352 2.838
C: -2.271 -1.245 -2.949
C: -6.580 4.192 -1.765
C: 8.124 -2.264 0.444
C: -0.989 -0.287 -3.081
C: -6.436 3.572 -0.530
C: -3.625 0.133 3.014
C: 6.906 -2.543 1.052
C: 4.172 -2.563 -2.290
C: -4.446 2.385 4.433
C: 9.295 -2.196 1.187
C: -5.172 3.233 -0.065
C: 6.861 -2.747 2.424
C: -5.462 4.470 -2.544
C: 9.242 -2.399 2.559
B: 3.065 -1.633 -1.588
H: -7.310 3.356 0.073
H: -3.315 -0.749 2.465
H: 7.988 -2.823 4.249
H: 10.247 -1.984 0.717
H: -5.071 2.750 0.900
H: -1.953 -2.279 -3.254
H: 4.752 -3.063 -1.453
H: 2.445 -2.641 0.022
H: -4.768 3.260 4.986
H: -0.535 -0.346 -4.109
H: -7.568 4.460 -2.123
H: 0.094 -1.991 -2.228
H: -3.331 4.361 -2.699
H: -2.894 3.436 3.401
H: -5.184 -0.904 4.063
H: 5.990 -2.601 0.475
H: -0.168 -0.607 -0.992
H: 5.916 -2.962 2.908
H: -1.236 0.792 -2.887
H: -5.580 4.951 -3.508
H: 10.149 -2.342 3.150
H: -2.364 -0.362 -0.894
H: -3.088 -0.898 -3.655
H: 2.026 -0.353 -3.975
H: 3.670 -3.410 -2.856
H: -3.937 -1.016 -1.530
H: -5.909 1.092 5.328
H: 4.893 -2.017 -2.954

## Properties
calculated total energy = -92464.650 eV
HOMO energy = -8.38 eV
molecular weight = 654.99 g/mol
net charge = 0

Below is one molecule with the formula C24H28ClN3O4S at a distorted geometry, with properties calculated with wB97M-V/def2-TZVPD.

CARTESIAN COORDINATES (ANGSTROEM)
Cl: -3.740 2.371 -1.270
S: 1.777 -1.254 -1.773
O: 3.619 2.114 1.746
O: -5.056 -0.527 2.386
O: 2.088 -0.073 -2.541
O: 1.821 -2.515 -2.458
N: 2.872 1.829 -0.358
N: -3.615 -0.767 0.689
N: 2.790 -1.179 -0.469
C: 2.660 -2.101 0.630
C: 4.454 0.198 0.581
C: 0.204 2.354 -1.793
C: -2.044 2.575 -1.017
C: -0.236 3.296 0.366
C: -2.802 -0.946 3.025
C: 4.133 -0.676 -0.629
C: 2.969 -1.347 1.927
C: 0.676 2.911 -0.608
C: -0.011 -0.230 0.064
C: 3.591 1.460 0.720
C: -1.596 3.135 0.168
C: -2.345 -0.838 0.124
C: -3.910 -0.699 2.029
C: 4.335 -0.662 1.848
C: -0.894 -1.764 -1.560
C: -3.368 -2.293 -1.600
C: -2.156 -1.651 -1.006
C: -1.266 -0.110 0.630
C: -4.794 -0.831 -0.181
C: 2.156 3.091 -0.395
C: -4.454 -1.217 -1.612
C: 0.172 -1.076 -1.013
C: -1.152 2.180 -2.000
H: -5.358 -1.574 -2.105
H: 2.754 1.225 -1.161
H: 4.850 -1.509 -0.676
H: -1.412 0.574 1.449
H: -5.294 0.142 -0.150
H: 2.352 3.592 0.556
H: 0.821 0.333 0.451
H: -4.086 -0.349 -2.159
H: 1.639 -2.487 0.630
H: -3.697 -3.137 -0.988
H: -3.156 -2.658 -2.605
H: -0.716 -2.400 -2.414
H: 4.475 -0.024 2.722
H: -2.415 -0.001 3.399
H: 5.124 -1.418 1.840
H: 2.949 -2.041 2.768
H: 3.352 -2.948 0.509
H: 0.119 3.728 1.290
H: -5.479 -1.562 0.261
H: -3.242 -1.472 3.869
H: 2.201 -0.590 2.091
H: -1.989 -1.532 2.606
H: 5.486 0.561 0.503
H: 2.566 3.700 -1.211
H: -2.303 3.442 0.923
H: 4.191 -0.134 -1.573
H: 0.899 2.037 -2.554
H: -1.513 1.745 -2.918

## Properties
calculated total energy = -61362.363 eV
energy above the lowest of the compared OMol25 structures with the same formula, charge and spin = 17.20 kJ/mol
HOMO energy = -8.83 eV
molecular weight = 490.02 g/mol
net charge = 0